Entry P
Molecular formula: C6H9NO
Method: DFT, ωB97M-V/def2-TZVPD

Its total charge is 0. The LUMO energy is 1.0748 eV. The value obtained for the highest occupied orbital energy is -7.912 eV. The orbital gap comes out at 8.99 eV. Its molecular weight is 111.14 g mol⁻¹.

```
17
C6H9NO ωB97M-V/def2-TZVPD
C 2.889 -0.154 0.325
C 1.447 -0.065 0.039
C 0.785 0.967 -0.497
C -0.580 0.584 -0.850
C -1.324 -0.068 0.293
C -2.761 -0.324 0.270
N -0.572 -0.880 -0.649
O 0.648 -1.196 -0.152
H 3.165 -0.050 1.367
H 3.379 0.690 -0.116
H 3.182 -1.091 -0.027
H 1.151 1.990 -0.297
H -1.137 1.030 -1.648
H -0.778 -0.001 1.289
H -3.397 0.411 0.432
H -3.016 -1.139 0.952
H -3.080 -0.705 -0.732
```

=====

Entry Q
Molecular formula: C6H9NO
Method: DFT, ωB97M-V/def2-TZVPD

Its total charge is 0. The LUMO energy is 0.8205 eV. The value obtained for the highest occupied orbital energy is -9.832 eV. The orbital gap comes out at 10.65 eV. Its molecular weight is 111.14 g mol⁻¹.

```
17
C6H9NO ωB97M-V/def2-TZVPD
H 0.536 1.809 -0.713
N 1.522 1.679 -0.492
C 1.681 0.717 0.348
O 2.965 0.425 0.518
C 0.752 -0.471 0.548
C 1.099 -1.650 -0.378
C -0.650 -0.063 0.402
C -1.798 0.282 0.232
C -3.200 0.663 0.064
H 3.333 0.942 -0.358
H 0.926 -0.796 1.587
H 2.148 -1.942 -0.250
H 0.465 -2.512 -0.134
H 0.932 -1.379 -1.429
H -3.637 0.161 -0.811
H -3.787 0.386 0.951
H -3.288 1.749 -0.084
```

=====

Winner for stability: entry Q

=====

Entry P
Molecular formula: C6H9NO
Method: DFT, ωB97M-V/def2-TZVPD

Its total charge is 0. The LUMO energy is -0.1160 eV. The value obtained for the highest occupied orbital energy is -8.598 eV. The orbital gap comes out at 8.48 eV. Its molecular weight is 111.14 g mol⁻¹.

```
17
C6H9NO ωB97M-V/def2-TZVPD
C -1.777 -0.498 -0.068
C -0.543 0.308 0.025
C 0.414 -0.272 1.005
C 0.521 -0.301 -0.936
C 1.777 0.546 -0.683
C 1.657 0.663 0.673
H -2.384 -0.353 -0.895
H -2.520 -0.188 0.756
H -1.404 -1.474 0.131
H -2.222 1.666 0.135
H 0.353 -0.378 2.090
H 1.524 -1.766 0.011
H 0.307 -0.667 -2.003
H 2.313 0.909 -1.433
H 2.144 1.503 1.275
N 0.618 -1.364 0.046
O -0.778 1.665 -0.128
```

=====

Entry Q
Molecular formula: C6H9NO
Method: DFT, ωB97M-V/def2-TZVPD

Its total charge is 0. The LUMO energy is 0.4289 eV. The value obtained for the highest occupied orbital energy is -8.811 eV. The orbital gap comes out at 9.24 eV. Its molecular weight is 111.14 g mol⁻¹.

```
17
C6H9NO ωB97M-V/def2-TZVPD
C -1.572 -0.123 -0.053
C -1.012 1.317 0.045
C 0.339 1.289 -0.231
C 0.949 -0.139 -0.345
C 2.383 -0.551 -0.245
C -0.178 -1.029 -0.354
H -3.203 0.216 0.614
H -2.926 -1.466 0.699
H -1.952 0.073 -1.151
H -1.557 2.335 -0.216
H 1.127 2.189 -0.286
H 2.748 -1.662 -0.001
H 3.168 -0.225 -1.111
H 1.552 0.210 1.429
H 0.032 -2.045 -0.708
N -2.624 -0.578 0.809
O 2.728 0.189 1.107
```

=====

Winner for stability: entry Q

=====

Entry P
Molecular formula: C6H21IrN5O5S
Method: DFT, ωB97M-V/def2-TZVPD

Its total charge is +1. The spin multiplicity is 5. The LUMO energy (alpha / beta) is -2.9251 / -5.2457 eV. The value obtained for the highest occupied orbital energy (alpha / beta) is -8.096 / -12.031 eV. The orbital gap (alpha / beta) comes out at 5.17 / 6.79 eV. Its molecular weight is 467.55 g mol⁻¹. Its expectation value of S² is 6.023.

```
39
C6H21IrN5O5S ωB97M-V/def2-TZVPD
O -1.412 -0.597 -3.177
H -1.870 0.069 -3.715
Ir 0.113 0.701 -0.047
N 1.262 -0.551 0.946
N 1.132 -0.227 -1.440
O 1.405 -0.817 2.328
O 1.035 -0.088 -2.807
C 2.203 -1.236 0.301
C 2.158 -1.022 -1.084
C 3.053 -2.038 1.187
C 3.057 -1.503 -2.150
H 2.527 -2.878 1.661
H 3.463 -1.414 1.983
H 3.875 -2.455 0.603
H 3.426 -0.695 -2.792
H 2.546 -2.229 -2.792
H 3.911 -2.014 -1.699
H 0.666 -0.424 2.827
H 0.031 -0.237 -3.044
O 1.561 3.182 1.826
H 2.389 2.848 2.219
H 1.588 2.834 0.906
C -2.051 -0.703 -1.877
H -2.539 0.248 -1.622
H -1.287 -0.948 -1.116
H -2.771 -1.534 -1.918
O -3.013 -3.149 0.685
H -2.699 -3.788 1.357
H -3.455 -2.472 1.235
N -0.638 1.482 1.871
N -1.899 2.103 1.695
C -2.230 2.487 0.471
N -3.446 3.028 0.269
S -1.085 2.313 -0.797
H 0.054 2.183 2.219
H -0.768 0.791 2.616
H -2.434 2.392 2.519
H -3.733 3.290 -0.663
H -4.127 3.071 1.018
```

=====

Entry Q
Molecular formula: C6H21IrN5O5S
Method: DFT, ωB97M-V/def2-TZVPD

Its total charge is +1. The spin multiplicity is 5. The LUMO energy (alpha / beta) is -2.9038 / -5.0041 eV. The value obtained for the highest occupied orbital energy (alpha / beta) is -8.056 / -11.808 eV. The orbital gap (alpha / beta) comes out at 5.15 / 6.80 eV. Its molecular weight is 467.55 g mol⁻¹. Its expectation value of S² is 6.021.

```
39
C6H21IrN5O5S ωB97M-V/def2-TZVPD
O 3.098 1.767 -1.998
H 4.051 1.899 -1.940
Ir 0.438 -0.225 -0.091
N -1.360 -0.525 -0.909
N 0.766 -0.469 -2.002
O -2.626 -0.678 -0.294
O 2.021 -0.504 -2.586
C -1.464 -0.834 -2.199
C -0.214 -0.893 -2.833
C -2.804 -1.268 -2.631
C 0.085 -1.373 -4.203
H -3.596 -0.553 -2.374
H -3.055 -2.242 -2.182
H -2.799 -1.387 -3.718
H 1.045 -1.897 -4.272
H 0.099 -0.532 -4.910
H -0.704 -2.059 -4.530
H -2.562 -0.290 0.606
H 2.486 0.363 -2.281
O 0.106 -3.327 1.062
H -0.231 -4.005 0.446
H 1.045 -3.243 0.822
C 2.416 2.815 -1.270
H 2.508 2.660 -0.186
H 1.358 2.747 -1.546
H 2.854 3.786 -1.565
O -1.295 4.023 -0.127
H -1.779 3.553 -0.829
H -0.723 3.326 0.239
N -0.402 -0.128 1.907
N 0.364 0.633 2.823
C 1.654 0.785 2.537
N 2.459 1.433 3.407
S 2.213 0.181 1.037
H -0.537 -1.078 2.262
H -1.314 0.323 1.880
H 0.004 0.788 3.763
H 3.425 1.602 3.170
H 2.129 1.759 4.308
```

=====

Winner for stability: entry Q

=====

Entry P
Molecular formula: C3H9O3
Method: DFT, ωB97M-V/def2-TZVPD

Its total charge is -1. The LUMO energy is 3.5534 eV. The value obtained for the highest occupied orbital energy is -3.538 eV. The orbital gap comes out at 7.09 eV. Its molecular weight is 93.10 g mol⁻¹.

```
15
C3H9O3 ωB97M-V/def2-TZVPD
C -0.649 0.682 -0.058
O -0.063 0.216 -1.305
C -0.460 -0.229 1.096
C 0.954 -0.517 1.522
O 1.166 -1.682 2.537
H -0.461 1.744 0.468
H -1.717 0.742 -0.257
H -1.046 -1.092 0.698
H -1.018 0.234 1.916
H 1.444 -0.743 0.564
H 1.440 0.458 1.810
H 1.930 -1.332 3.048
H -0.401 1.957 -3.594
H -0.692 0.673 -2.527
O -0.922 1.184 -3.418
```

=====

Entry Q
Molecular formula: C3H9O3
Method: DFT, ωB97M-V/def2-TZVPD

Its total charge is -1. The LUMO energy is 4.1858 eV. The value obtained for the highest occupied orbital energy is -3.171 eV. The orbital gap comes out at 7.36 eV. Its molecular weight is 93.10 g mol⁻¹.

```
15
C3H9O3 ωB97M-V/def2-TZVPD
C -1.364 0.095 -0.044
C -1.087 -0.012 1.443
O 0.084 -0.841 1.596
C -0.275 0.979 -0.817
O 0.987 1.003 -0.376
H -1.357 -0.829 -0.620
H -2.291 0.628 -0.281
H -1.946 -0.449 1.960
H -0.767 0.951 1.844
H 0.660 -0.553 0.863
H -0.808 2.009 -0.766
H -0.380 0.617 -1.862
H 3.001 -1.759 -1.512
H 2.371 -0.648 -0.658
O 3.170 -1.191 -0.767
```

=====

Entry R
Molecular formula: C3H9O3
Method: DFT, ωB97M-V/def2-TZVPD

Its total charge is -1. The LUMO energy is 3.7442 eV. The value obtained for the highest occupied orbital energy is -3.312 eV. The orbital gap comes out at 7.06 eV. Its molecular weight is 93.10 g mol⁻¹.

```
15
C3H9O3 ωB97M-V/def2-TZVPD
C 0.225 0.766 -0.209
O -0.492 0.396 -1.294
C -0.167 0.006 1.101
C -0.198 -1.479 0.878
O -0.682 -2.235 2.014
H 1.290 0.493 -0.322
H 0.136 1.836 0.043
H -1.151 0.278 1.497
H 0.590 0.269 1.836
H -0.854 -1.712 0.048
H 0.775 -1.892 0.581
H -0.472 -1.746 2.813
H 0.263 2.445 -3.064
H 0.180 1.005 -2.576
O 0.557 1.572 -3.344
```

=====

Winner for stability: entry R

=====

Entry P
Molecular formula: C3H5N3O
Method: DFT, ωB97M-V/def2-TZVPD

Its total charge is 0. The LUMO energy is 0.8488 eV. The value obtained for the highest occupied orbital energy is -9.886 eV. The orbital gap comes out at 10.74 eV. Its molecular weight is 99.09 g mol⁻¹.

```
12
C3H5N3O ωB97M-V/def2-TZVPD
O 2.590 0.577 0.119
C 1.532 -0.230 -0.353
C 0.149 -0.011 0.130
N -0.714 1.027 0.284
C -1.879 0.425 0.172
N -1.728 -0.898 -0.026
N -0.439 -1.200 0.053
H 2.809 0.395 1.038
H 1.273 -1.386 -0.311
H 1.570 -0.120 -1.435
H -2.849 0.889 0.180
H -2.393 -1.648 0.043
```

=====

Entry Q
Molecular formula: C3H5N3O
Method: DFT, ωB97M-V/def2-TZVPD

Its total charge is 0. The LUMO energy is 0.7827 eV. The value obtained for the highest occupied orbital energy is -9.306 eV. The orbital gap comes out at 10.09 eV. Its molecular weight is 99.09 g mol⁻¹.

```
12
C3H5N3O ωB97M-V/def2-TZVPD
N 0.851 -1.284 0.917
C -0.046 -0.344 0.363
C -1.224 -0.416 0.979
O -2.083 0.504 0.519
N -1.406 1.230 -0.490
C -0.189 0.733 -0.569
N 0.773 1.282 -1.406
H 1.067 -2.111 0.395
H 1.567 -0.941 1.529
H -0.990 -1.240 1.713
H 1.283 0.588 -1.936
H 0.397 1.999 -2.013
```

=====

Winner for stability: entry P

=====

Entry P
Molecular formula: C3H5N3O
Method: DFT, ωB97M-V/def2-TZVPD

Its total charge is 0. The LUMO energy is 0.6703 eV. The value obtained for the highest occupied orbital energy is -9.173 eV. The orbital gap comes out at 9.84 eV. Its molecular weight is 99.09 g mol⁻¹.

```
12
C3H5N3O ωB97M-V/def2-TZVPD
O -2.124 1.079 0.238
C -1.795 -0.256 0.005
C -0.197 -0.334 -0.142
N 0.580 0.591 -0.748
N 1.832 0.353 -0.272
C 2.040 -0.664 0.512
N 0.262 -1.258 0.628
H -1.785 1.567 -0.521
H -2.268 -0.676 -0.894
H -2.201 -0.812 0.876
H 2.522 1.067 -0.531
H 3.135 -0.657 0.850
```

=====

Entry Q
Molecular formula: C3H5N3O
Method: DFT, ωB97M-V/def2-TZVPD

Its total charge is 0. The LUMO energy is 0.6892 eV. The value obtained for the highest occupied orbital energy is -8.610 eV. The orbital gap comes out at 9.30 eV. Its molecular weight is 99.09 g mol⁻¹.

```
12
C3H5N3O ωB97M-V/def2-TZVPD
N -1.511 1.343 -1.224
C -1.428 0.268 -0.620
C -1.028 -0.913 -0.188
N 0.082 -1.100 0.647
C 1.234 -0.328 0.748
N 1.384 0.679 -0.162
O 2.061 -0.576 1.610
H -2.147 2.026 -0.814
H -1.582 -1.799 -0.479
H 0.050 -1.830 1.341
H 0.687 0.977 -0.827
H 2.199 1.253 -0.032
```

=====

Winner for stability: entry Q